Record 1
Formula: C11H10ClGdN
Source: the Open Molecules 2025 dataset
Level of theory: the ωB97M-V functional and the def2-TZVPD basis

Cartesian coordinates (Å):
C1 0.7590 -1.4447 2.0103
C2 0.9982 -1.6047 0.6064
C3 -0.2627 -1.9204 0.0584
H1 1.8910 -1.5919 -0.0170
C4 -1.2540 -1.9633 1.0759
C5 -0.5184 -1.9771 2.2979
H2 -1.0204 -2.1536 3.3098
H3 1.5125 -1.1552 2.7508
H4 -0.4302 -2.0527 -1.0050
H5 -2.3302 -2.0009 0.9562
Gd1 -0.2432 0.5985 0.7996
Cl1 2.0871 1.0906 0.6247
C6 0.0658 2.4129 -1.5089
C7 -1.1523 1.7929 -1.8758
C8 -0.8321 0.5856 -2.5658
H6 -2.1355 2.2114 -1.7370
C9 0.5675 0.4644 -2.6151
C10 1.1325 1.5816 -1.9626
H7 2.1823 1.7742 -1.8343
H8 0.1822 3.3663 -1.0236
H9 -1.5471 -0.0862 -3.0205
H10 1.1327 -0.3255 -3.0930
N1 -0.4230 1.2370 4.4775
C11 -0.3619 1.1608 3.2911

As for the relative energy (zero: lowest compared OMol25 entry of this formula, charge and spin): 0.0 kcal per mole. Its HOMO energy (alpha / beta) is -4.25 / -4.23 eV. Its HOMO-LUMO gap (alpha / beta) is 7.10 / 5.01 eV. Its LUMO energy (alpha / beta) is 2.8 / 0.8 eV. The multiplicity is 8. Its charge is -1.

Atom charges from the Löwdin analysis, given in e for atoms 1 to 2: C -0.326; C -0.318

***

Record 2
Formula: C4H7NS2
Source: the Open Molecules 2025 dataset
Level of theory: the ωB97M-V functional and the def2-TZVPD basis

Cartesian coordinates (Å):
S1 -1.3778 0.6608 -1.8072
C1 -0.1195 -0.4113 -1.8214
N1 0.5808 -0.7863 -0.7262
C2 0.7916 -2.0624 -0.1172
C3 0.1367 -0.9839 0.6445
C4 0.8989 -0.2233 1.6802
S2 0.2213 1.4551 1.8383
H1 0.3166 -0.7828 -2.7516
H2 1.8206 -2.3740 0.1499
H3 0.1773 -2.8606 -0.4871
H4 -0.9581 -1.0224 0.7283
H5 0.8343 -0.6713 2.6899
H6 1.9465 -0.1823 1.4422
H7 0.0536 1.6291 0.4977

As for the relative energy (zero: lowest compared OMol25 entry of this formula, charge and spin): 31.8 kcal per mole. Its HOMO energy is -8.69 eV. Its HOMO-LUMO gap is 8.84 eV. Its LUMO energy is 0.2 eV. The multiplicity is 1. Its charge is 0. Its SMILES is S=CN1C[C@H]1CS.

Atom charges from the Löwdin analysis, given in e for atoms 1 to 2: S 0.608; C -0.671

***

Record 3
Formula: C11H10N4O3S2
Source: the Open Molecules 2025 dataset
Level of theory: the ωB97M-V functional and the def2-TZVPD basis

Cartesian coordinates (Å):
C1 0.6995 1.2032 -3.1293
C2 0.9761 1.4409 -1.6540
S1 1.7071 -0.0678 -0.9030
C3 0.2969 -0.9994 -0.5099
C4 0.4342 -2.2484 0.1114
C5 -0.7123 -2.9324 0.4347
C6 -1.9476 -2.3526 0.1260
N1 -3.1671 -3.0350 0.4511
O1 -4.2103 -2.4744 0.1895
O2 -3.0753 -4.1297 0.9666
C7 -1.9777 -1.1096 -0.4987
N2 -0.8778 -0.4597 -0.8044
C8 -0.2871 1.9269 -0.9505
O3 -1.2498 2.3109 -1.5628
N3 -0.2601 2.0229 0.4235
C9 0.7376 1.7508 1.3256
N4 0.5447 1.0864 2.4096
C10 1.6576 1.0376 3.1790
C11 2.7383 1.6888 2.6842
S2 2.3607 2.4328 1.1782
H1 -0.0683 0.4417 -3.2414
H2 1.6052 0.8854 -3.6392
H3 0.3332 2.1216 -3.5808
H4 1.7614 2.1930 -1.5266
H5 1.4153 -2.6390 0.3254
H6 -0.6865 -3.8967 0.9198
H7 -2.9114 -0.6302 -0.7587
H8 -1.1780 2.1624 0.8322
H9 1.6200 0.4932 4.1041
H10 3.7213 1.7763 3.0984

Its HOMO energy is -8.68 eV. Its HOMO-LUMO gap is 7.95 eV. Its LUMO energy is -0.7 eV. The multiplicity is 1. Its charge is 0. Its SMILES is C[C@H](Sc1ccc([N+](=O)[O-])cn1)C(=O)Nc1nccs1.

Atom charges from the Löwdin analysis, given in e for atoms 1 to 2: C -0.107; C -0.514